Record 1
A molecular structure, C27H41N2PReSi2. Source: the OMol25 dataset; level of theory: ωB97M-V/def2-TZVPD.

Summary:
charge	+2
DFT total energy	-58806.324	eV
spin multiplicity	2
largest force on an atom	0.686	eV/Å
orbital gap (spin up / spin down)	6.9 / 7.4	eV
energy above the lowest of the compared OMol25 structures with the same formula, charge and spin	0.408	eV
molecular weight	667.0	g mol⁻¹

```
74
Properties=species:S:1:pos:R:3:forces:R:3
Re 0.11388 0.24483 -0.83501 0.48 -0.21 -0.09
P 1.20631 -0.58433 1.17164 -0.03 -0.09 -0.21
Si -1.75187 2.63363 -0.74502 0.04 0.09 -0.17
Si -3.21540 -0.28990 -0.44188 0.03 0.01 -0.11
N 2.12777 0.65582 -1.67416 0.04 0.38 -0.15
N -0.28287 0.52890 -2.99954 0.06 -0.10 -0.19
C 2.96048 -0.15508 1.19664 0.07 -0.05 0.11
C -2.47620 2.83382 -2.46575 -0.03 0.06 -0.02
C 5.63205 0.62048 1.18985 0.03 0.01 -0.01
C 0.95620 -4.42648 -0.37777 -0.05 0.00 -0.12
C 1.10331 -1.24905 5.17402 0.04 0.01 0.00
C 2.08844 1.00472 -3.12599 -0.08 -0.13 0.07
C -0.71494 -0.68826 3.14965 0.02 0.00 0.06
C 4.63884 1.56150 1.43885 -0.01 0.00 0.00
C 1.33942 -3.46123 0.54030 -0.02 0.08 0.03
C 0.64897 -0.75449 2.86783 -0.06 0.04 0.03
C -1.16551 -0.90590 4.44096 0.03 0.01 -0.01
C -0.05848 -2.76445 -1.81802 0.01 0.05 0.07
C 5.29541 -0.70251 0.94666 0.00 0.03 0.00
C -3.34916 -0.94995 -2.18720 0.06 0.03 -0.05
C -2.67766 3.69426 0.45670 0.07 0.06 0.12
C 0.99788 -2.14172 0.27204 -0.11 -0.24 -0.02
C 3.96147 -1.09313 0.95270 -0.02 0.00 -0.07
C 0.28847 -1.76379 -0.89301 0.10 -0.38 0.15
C -4.66886 0.80875 -0.07061 -0.09 0.04 0.01
C -1.63649 0.81820 -0.16994 -0.49 0.35 0.34
C 3.30725 1.17733 1.44019 -0.01 0.03 0.02
C 0.26712 -4.08048 -1.54768 0.05 -0.06 0.07
C 0.96058 0.20994 -3.76439 -0.04 0.14 0.14
C -0.25480 -1.18801 5.45104 -0.04 0.00 0.01
C 0.09526 3.13644 -0.78297 0.15 -0.09 0.05
C 1.56279 -1.03265 3.88355 -0.05 0.07 0.04
C -3.16195 -1.71663 0.75063 0.09 -0.03 0.10
H -3.43099 -1.40253 1.76159 0.02 -0.01 0.00
H -1.42533 -0.47736 2.36335 0.00 -0.03 0.01
H 4.90501 2.59089 1.63907 0.00 0.00 0.00
H 6.07035 -1.43339 0.75805 -0.01 0.00 0.01
H -1.07798 -0.00600 -3.33664 0.03 -0.14 -0.10
H 3.70857 -2.12837 0.76031 0.00 0.00 0.02
H -2.44369 -1.45878 -2.51960 0.02 -0.02 -0.01
H 1.18571 -5.46734 -0.18914 0.00 0.01 0.00
H 2.62336 -0.22620 -1.54291 0.05 -0.04 0.01
H 0.30659 3.81672 0.04549 -0.09 0.04 0.00
H -3.74720 3.68084 0.24553 0.00 -0.02 0.02
H -3.39714 3.41659 -2.39706 0.00 -0.02 0.02
H -1.54498 0.93308 0.92641 -0.11 0.07 -0.02
H -3.89072 -2.47339 0.45042 -0.02 0.04 -0.03
H 0.37995 3.64453 -1.70679 -0.05 0.00 0.01
H -0.01770 -4.86180 -2.24034 0.00 0.01 0.00
H 0.85289 0.45564 -4.82065 0.01 0.03 0.02
H -2.33503 4.72847 0.36296 -0.03 0.00 -0.01
H 1.80896 -1.45823 5.96664 0.00 -0.01 -0.01
H 1.85533 -3.74016 1.45104 0.00 0.01 0.00
H -2.18513 -2.20255 0.79180 0.01 -0.03 -0.01
H 2.53862 1.91558 1.64843 -0.02 -0.02 0.01
H -0.60621 -1.35592 6.46028 0.01 0.00 0.00
H -4.13723 -1.70678 -2.20744 -0.04 0.03 0.03
H 0.86051 2.34908 -0.60851 -0.12 0.11 0.04
H 6.67080 0.92240 1.19038 0.00 -0.01 0.00
H -1.82163 3.39752 -3.13681 0.02 -0.03 0.02
H 1.89917 2.07623 -3.20480 -0.02 -0.01 -0.01
H -2.22301 -0.85089 4.66227 0.00 -0.01 0.00
H -4.91914 1.46468 -0.90749 0.02 0.02 0.02
H 1.14614 -0.86101 -3.67859 0.01 0.00 0.00
H 2.62409 -1.06408 3.67849 0.05 -0.02 -0.02
H 3.04459 0.79845 -3.60534 -0.02 -0.02 0.00
H -3.63250 -0.19256 -2.91975 0.04 0.03 -0.02
H 2.66910 1.33058 -1.13495 0.09 -0.01 -0.08
H -0.52032 1.50043 -3.18749 -0.08 0.05 -0.01
H -2.52816 3.39076 1.49423 0.02 0.01 0.00
H -0.60358 -2.53319 -2.72538 0.03 0.00 -0.02
H -4.50826 1.42654 0.81456 -0.01 -0.04 0.02
H -5.54366 0.18327 0.12562 -0.01 0.01 -0.03
H -2.74785 1.89769 -2.95157 -0.01 -0.06 -0.04
```
Forces are in eV/Å.

Atom charges from the Mulliken analysis, given in e for atoms 1 to 6: 0.68, 0.73, 0.30, 0.11, -0.72, -0.86



Record 2
C27H41N3O6 in the gas phase. Source: the OMol25 dataset; level of theory: ωB97M-V/def2-TZVPD.

Summary:
charge	0
DFT total energy	-45423.836	eV
spin multiplicity	1
largest force on an atom	0.684	eV/Å
orbital gap	9.8	eV
energy above the lowest of the compared OMol25 structures with the same formula, charge and spin	0.217	eV
molecular weight	503.6	g mol⁻¹

```
77
Properties=species:S:1:pos:R:3:forces:R:3
O -6.20452 -0.43850 -1.50792 -0.09 -0.02 -0.39
O 8.89521 0.89403 -0.17180 0.46 -0.32 0.36
O -3.30342 1.23157 1.65970 -0.04 0.06 0.46
O 4.52056 0.58190 1.68936 -0.04 -0.11 0.43
O -7.43141 0.19332 0.31005 -0.01 0.06 0.17
O 7.52798 2.10208 -1.45814 -0.03 0.06 -0.11
N -5.30335 -0.31492 0.56522 0.13 0.13 0.30
N -2.22023 1.13377 -0.31978 0.21 0.09 -0.35
N 5.31408 0.92179 -0.38738 0.56 0.06 -0.34
C 4.31998 -3.14971 1.25956 0.02 -0.02 0.10
C 0.98054 2.86122 0.80866 0.01 -0.31 0.16
C -1.29536 2.20900 -0.04048 0.26 -0.03 0.35
C 2.15946 0.47078 -0.40471 -0.05 0.16 -0.31
C 0.10080 1.70074 0.34535 -0.17 0.37 -0.35
C -9.68011 0.76012 0.66548 0.42 -0.13 -0.17
C -3.93716 -0.52123 0.14700 0.00 -0.10 0.29
C 5.54514 -1.91508 -0.40223 0.10 -0.08 -0.12
C 3.30221 -3.38059 0.34923 -0.10 -0.05 -0.01
C 3.40842 -2.88695 -0.93866 -0.08 -0.04 -0.04
C -6.31467 -0.19385 -0.32868 0.13 -0.09 0.27
C -8.56336 1.38711 -1.49577 0.19 -0.20 0.16
C 7.69812 1.22164 -0.65745 -0.26 0.28 -0.09
C 2.35936 2.36364 1.22796 0.06 0.18 -0.21
C 5.43463 -2.42286 0.88580 -0.03 -0.04 -0.08
C -4.21576 -3.00389 0.41994 0.06 0.22 0.16
C -3.35635 -1.79924 0.79164 -0.02 -0.04 -0.29
C 0.78278 0.98086 -0.81841 0.04 -0.16 0.38
C 4.52302 -2.15466 -1.30970 0.07 -0.04 0.01
C -8.68175 0.32101 -0.40658 -0.53 0.05 -0.38
C 6.59862 0.32684 -0.12271 0.02 -0.13 0.00
C -9.09178 -1.02640 -1.00089 0.27 0.15 0.10
C 6.72530 -1.06748 -0.78638 -0.06 0.12 0.26
C 4.35599 1.00863 0.56676 -0.20 0.31 -0.39
C -3.12192 0.70136 0.58283 -0.22 -0.28 -0.58
C -1.90978 -2.02109 0.35770 -0.18 0.05 0.28
C 3.04952 1.61964 0.08517 -0.06 -0.24 0.47
H -10.07035 -0.94018 -1.46477 -0.13 0.01 -0.02
H -9.53028 1.53853 -1.96741 -0.13 0.04 -0.02
H -1.72029 2.77193 0.79383 0.04 0.04 -0.15
H 2.42876 -3.94400 0.64264 -0.07 -0.06 0.03
H 2.97968 3.20561 1.54119 0.03 -0.02 0.09
H -2.10805 0.62986 -1.18398 -0.16 -0.04 0.09
H -1.84508 -2.10438 -0.72594 0.05 -0.01 -0.18
H -9.73439 0.01225 1.45204 -0.04 -0.08 0.09
H -3.95299 -0.62627 -0.94276 0.07 0.00 0.11
H 5.19824 1.36211 -1.28688 -0.10 0.07 0.12
H -9.13611 -1.78116 -0.21847 -0.05 -0.08 0.08
H -5.43189 0.06359 1.49275 -0.05 0.04 -0.09
H -1.23078 2.86048 -0.91676 0.01 0.03 0.05
H 1.08295 3.58335 -0.00555 -0.05 0.11 -0.06
H 6.76129 -0.94391 -1.87117 0.05 -0.02 0.00
H 4.60039 -1.76764 -2.31677 0.02 0.05 -0.09
H 2.61941 -3.06605 -1.65484 -0.07 -0.02 -0.06
H -1.27064 -1.20658 0.68852 0.16 0.05 -0.01
H 2.05538 -0.25752 0.40239 0.04 -0.08 0.03
H 6.68850 0.22034 0.96351 0.04 0.04 -0.18
H 9.58698 1.46351 -0.54611 -0.31 0.02 -0.10
H 0.50595 3.36999 1.64912 -0.04 0.09 -0.01
H 4.24183 -3.53261 2.26595 -0.01 -0.03 0.09
H -8.37019 -1.33900 -1.75048 -0.04 -0.04 -0.05
H -0.01476 0.99837 1.17760 -0.03 -0.03 0.04
H 2.27132 1.68348 2.07637 0.04 0.01 0.04
H -1.53156 -2.94404 0.79081 0.08 -0.09 0.00
H -7.84620 1.07314 -2.24898 -0.02 0.03 -0.06
H 2.63874 -0.03538 -1.24513 0.01 -0.06 0.05
H -5.24411 -2.85120 0.73508 -0.11 -0.06 0.00
H -9.36189 1.70097 1.10636 0.00 0.12 0.05
H 0.17863 0.13358 -1.14946 -0.05 -0.02 -0.09
H 7.65867 -1.52267 -0.45215 0.03 -0.01 -0.09
H -3.83493 -3.90191 0.90047 0.02 -0.11 0.02
H 0.88623 1.67258 -1.65872 -0.05 0.06 -0.10
H -4.20833 -3.15458 -0.65725 -0.01 -0.06 -0.16
H -10.66510 0.88740 0.22642 -0.10 0.01 -0.06
H 3.24232 2.30906 -0.74320 0.02 0.00 -0.04
H -3.38367 -1.65969 1.87746 -0.01 0.04 -0.01
H -8.22962 2.32736 -1.06190 -0.01 0.12 0.04
H 6.22246 -2.24087 1.60120 0.09 0.05 0.11
```
Forces are in eV/Å.

Atom charges from the Mulliken analysis, given in e for atoms 1 to 6: -0.67, -0.44, -0.71, -0.68, -0.50, -0.58



- Which value of energy above the lowest of the compared OMol25 structures with the same formula, charge and spin does entry 1 give?
  0.408 eV



- Among the records above, which one has the lowest charge?
  C27H41N3O6



- What is the largest force on an atom in the second record?
  0.684 eV/Å



- Which value of charge does entry 2 give?
  0